{
  "formula": "CH3NO2S",
  "method": "ωB97M-V/def2-TZVPD",
  "species": ["S", "O", "C", "O", "H", "N", "H", "H"],
  "xyz": [[1.3343, 0.7790, 0.5325], [1.7033, 1.8027, -0.5130], [1.2945, -0.8973, -0.3362], [1.7988, -1.9144, 0.0674], [-1.0258, 1.1688, -0.0083], [-0.3774, 0.8100, 0.6736], [0.6445, -0.8519, -1.3002], [-0.6535, 1.3822, 1.5242]],
  "multiplicity": 1,
  "total_energy_ev": -17504.020,
  "relative_energy_kj_mol": 139.92,
  "molar_mass_g_mol": 93.11,
  "homo_lumo_gap_ha": 0.3517,
  "lumo_energy_ev": 0.02,
  "fmax_ev_per_a": 2.9
}

{
  "formula": "CH3NO2S2",
  "method": "ωB97M-V/def2-TZVPD",
  "species": ["C", "O", "O", "N", "S", "S", "H", "H", "H"],
  "xyz": [[-1.6066, 0.6143, 0.2726], [0.9088, 0.7767, -0.0021], [3.9322, 1.0337, -0.4066], [3.1881, -1.3581, -0.1702], [-0.2931, 0.1303, -0.5497], [3.1993, 0.0568, 0.3783], [-1.5798, 1.3242, 1.0784], [3.6397, -1.5888, -1.0440], [-2.5508, 0.1908, -0.0139]],
  "multiplicity": 1,
  "total_energy_ev": -28338.627,
  "relative_energy_kj_mol": 173.20,
  "molar_mass_g_mol": 125.17,
  "homo_lumo_gap_ha": 0.3438,
  "lumo_energy_ev": -0.75,
  "fmax_ev_per_a": 2.0
}

{
  "formula": "CH3NO3",
  "method": "ωB97M-V/def2-TZVPD",
  "species": ["H", "O", "H", "O", "O", "C", "H", "N"],
  "xyz": [[-2.2264, 0.0399, -1.0053], [-2.2479, 0.1422, -0.1035], [-1.6635, 0.9835, 0.0941], [0.3318, 0.6047, 0.0712], [-1.2678, -0.8984, 0.1274], [1.3878, 0.1068, 0.2015], [3.1553, -0.8178, 0.5390], [2.5306, -0.1610, 0.0758]],
  "multiplicity": 1,
  "total_energy_ev": -8712.415,
  "relative_energy_kj_mol": 439.18,
  "molar_mass_g_mol": 77.04,
  "homo_lumo_gap_ha": 0.3234,
  "lumo_energy_ev": 0.41,
  "fmax_ev_per_a": 4.9
}

{
  "formula": "CH3NO3",
  "method": "ωB97M-V/def2-TZVPD",
  "species": ["C", "H", "H", "O", "O", "H", "N", "O"],
  "xyz": [[0.3679, -0.4778, -0.3144], [1.1541, -1.2546, -0.0021], [0.9545, 0.6646, 1.2281], [-0.9102, -0.8260, 0.3927], [-2.0130, -0.3157, -0.1522], [0.0059, -0.4001, -1.3786], [0.5059, 0.7983, 0.3445], [-0.0652, 1.8113, -0.1180]],
  "multiplicity": 1,
  "total_energy_ev": -8711.054,
  "relative_energy_kj_mol": 570.44,
  "molar_mass_g_mol": 77.04,
  "homo_lumo_gap_ha": [0.3793, 0.3081],
  "lumo_energy_ev": [-0.04, -0.65],
  "fmax_ev_per_a": 3.0
}

{
  "formula": "CH3NO3",
  "method": "ωB97M-V/def2-TZVPD",
  "species": ["H", "O", "O", "C", "N", "O", "H", "H"],
  "xyz": [[0.0647, 1.9312, 1.8902], [0.3903, 1.8107, 0.9998], [-1.8606, -0.3606, 2.3543], [-0.4403, -0.4063, 0.5419], [0.0244, -0.7921, -0.6101], [-1.2617, -0.8674, 1.3165], [0.8191, -0.2866, -0.9744], [-0.5297, -1.3606, -1.2429]],
  "multiplicity": 1,
  "total_energy_ev": -8709.587,
  "relative_energy_kj_mol": 712.03,
  "molar_mass_g_mol": 77.04,
  "homo_lumo_gap_ha": [0.2975, 0.2841],
  "lumo_energy_ev": [-1.25, -1.49],
  "fmax_ev_per_a": 3.4
}

{
  "formula": "CH3NO3",
  "method": "ωB97M-V/def2-TZVPD",
  "species": ["H", "O", "H", "N", "O", "O", "C", "H"],
  "xyz": [[1.8966, -0.3682, 0.8665], [-0.0378, 1.6296, -0.5511], [-1.3010, -1.9179, -0.3298], [1.6595, 0.4796, 0.3699], [-0.2991, -0.6840, 0.5361], [-1.5148, -1.0268, -0.1211], [0.4525, 0.5105, 0.0502], [-0.8559, 1.3773, -0.8208]],
  "multiplicity": 1,
  "total_energy_ev": -8714.389,
  "smiles": "[H]/N=C(/O)OO",
  "relative_energy_kj_mol": 248.67,
  "molar_mass_g_mol": 77.04,
  "homo_lumo_gap_ha": 0.3941,
  "lumo_energy_ev": 0.45,
  "fmax_ev_per_a": 4.8
}

{
  "formula": "CH3NO3",
  "method": "ωB97M-V/def2-TZVPD",
  "species": ["O", "C", "H", "H", "H", "O", "N", "O"],
  "xyz": [[-1.6217, 0.4122, -0.4500], [0.8156, -0.0105, 0.1694], [1.1403, -1.0014, -0.4432], [0.8961, -0.1125, 1.3037], [0.1200, 1.7396, -0.3925], [-1.2498, -1.6386, 0.2851], [-0.9989, -0.5113, -0.0098], [0.8983, 1.1226, -0.4627]],
  "multiplicity": 1,
  "total_energy_ev": -8713.908,
  "relative_energy_kj_mol": 295.11,
  "molar_mass_g_mol": 77.04,
  "homo_lumo_gap_ha": 0.3852,
  "lumo_energy_ev": 0.68,
  "fmax_ev_per_a": 5.6
}

{
  "formula": "CH3NO3S",
  "method": "ωB97M-V/def2-TZVPD",
  "species": ["O", "S", "H", "C", "H", "O", "O", "N", "H"],
  "xyz": [[-1.1909, -1.2611, 0.2346], [-2.0476, -0.0825, -0.0350], [0.5552, -1.1005, -0.5555], [0.4365, 0.8759, 0.1417], [-2.6356, 0.3101, 1.2552], [2.3340, -0.2220, -0.3383], [-0.8457, 1.0589, 0.2978], [0.9391, -0.2291, -0.3458], [2.4550, 0.6504, -0.6548]],
  "multiplicity": 1,
  "total_energy_ev": -19547.939,
  "relative_energy_kj_mol": 518.72,
  "molar_mass_g_mol": 109.11,
  "homo_lumo_gap_ha": [0.3225, 0.3226],
  "lumo_energy_ev": [-0.07, -0.07],
  "fmax_ev_per_a": 2.9
}

{
  "formula": "CH3NO4",
  "method": "ωB97M-V/def2-TZVPD",
  "species": ["C", "H", "O", "O", "N", "H", "O", "O", "H"],
  "xyz": [[0.5224, 0.6770, 0.2245], [2.5553, 0.0260, -0.9034], [-1.8067, 0.3135, 0.3200], [-0.1509, -0.3672, 0.0347], [2.0891, -0.1312, -0.0113], [2.1851, -1.0930, 0.3049], [0.4918, 1.8481, 0.3752], [-2.7472, -0.3203, -0.4870], [-3.1389, -0.9528, 0.1423]],
  "multiplicity": 1,
  "total_energy_ev": -10758.501,
  "relative_energy_kj_mol": 483.73,
  "molar_mass_g_mol": 93.04,
  "homo_lumo_gap_ha": 0.2634,
  "lumo_energy_ev": -2.24,
  "fmax_ev_per_a": 5.3
}

{
  "formula": "CH3NO4",
  "method": "ωB97M-V/def2-TZVPD",
  "species": ["C", "H", "O", "H", "O", "O", "H", "O", "N"],
  "xyz": [[0.7239, -0.1325, -0.0109], [-1.2280, 1.1124, -0.2687], [-2.3448, 1.1806, -0.0782], [0.1336, -0.8710, 0.4332], [-1.9693, -0.9566, 0.0218], [-3.9523, -0.1701, 0.2009], [1.9632, -0.2808, -0.1071], [0.3389, 0.8778, -0.5226], [-2.7895, -0.0788, 0.0233]],
  "multiplicity": 1,
  "total_energy_ev": -10760.536,
  "smiles": "O=[N+]([O-])O.C=O",
  "relative_energy_kj_mol": 287.43,
  "molar_mass_g_mol": 93.04,
  "homo_lumo_gap_ha": 0.4004,
  "lumo_energy_ev": -0.12,
  "fmax_ev_per_a": 5.7
}

{
  "formula": "CH3NO4P",
  "method": "ωB97M-V/def2-TZVPD",
  "species": ["N", "O", "O", "P", "O", "O", "H", "C", "H", "H"],
  "xyz": [[3.4108, -0.0649, -0.0024], [4.5061, -0.2701, 0.0960], [0.0154, -0.7409, -1.0442], [0.5452, 0.1781, 0.0285], [-0.2577, 1.5152, -0.1619], [0.2883, -0.5844, 1.3547], [-0.1957, 2.0638, -0.9621], [2.2649, 0.4324, -0.1251], [0.3278, -0.2082, 2.2604], [0.6706, -1.4116, -1.3799]],
  "multiplicity": 1,
  "total_energy_ev": -20045.983,
  "smiles": "O=[N+]=C=P(O)(O)O",
  "relative_energy_kj_mol": 26.61,
  "molar_mass_g_mol": 124.01,
  "homo_lumo_gap_ha": 0.3960,
  "lumo_energy_ev": -4.61,
  "charge": 1,
  "fmax_ev_per_a": 9.8
}

{
  "formula": "CH3NO4S",
  "method": "ωB97M-V/def2-TZVPD",
  "species": ["H", "O", "O", "C", "H", "N", "O", "S", "O", "H"],
  "xyz": [[0.6834, 0.0658, 1.5823], [1.7192, 0.7373, -0.1735], [2.2467, 2.7015, -0.9998], [0.6044, 0.1320, 0.5367], [-0.1940, 0.7827, 0.3447], [1.4071, 2.1343, -0.4481], [3.0509, -1.7290, -0.8450], [3.2581, -0.7167, 0.1421], [2.6386, -1.0636, 1.4045], [0.4921, -0.8020, 0.0679]],
  "multiplicity": 1,
  "total_energy_ev": -21596.744,
  "relative_energy_kj_mol": 180.94,
  "molar_mass_g_mol": 125.11,
  "homo_lumo_gap_ha": 0.3661,
  "lumo_energy_ev": -0.74,
  "fmax_ev_per_a": 2.6
}